Record 1
Computed, not measured: C48H43N6O11PS4Zr as an isolated structure at a distorted geometry, with ωB97M-V/def2-TZVPD.

The largest force on an atom is 0.065 hartree/bohr. The HOMO energy comes out at -7.1952 eV. The spin multiplicity is 1. The energy relative to the best compared isomer or geometry (same formula, charge and spin) is 43.5 kcal/mol. As for the LUMO energy: -0.740 eV.

Element x y z (Å)
Zr (-0.12, -0.44, -0.25)
O (-0.57, 0.39, -2.39)
S (-1.97, 0.58, -1.96)
O (-2.95, -0.36, -2.39)
O (-1.84, 0.70, -0.46)
C (-2.40, 2.20, -2.52)
C (-3.54, 2.42, -3.28)
C (-3.79, 3.70, -3.75)
C (-2.92, 4.73, -3.43)
C (-1.81, 4.50, -2.64)
C (-1.53, 3.22, -2.16)
P (0.00, 2.83, -1.18)
C (1.10, 3.71, -2.40)
C (1.92, 4.80, -2.15)
C (2.73, 5.32, -3.14)
C (2.74, 4.77, -4.41)
C (1.91, 3.68, -4.68)
C (1.11, 3.15, -3.69)
C (-0.21, 4.09, 0.14)
C (0.89, 4.50, 0.89)
C (0.75, 5.36, 1.97)
C (-0.51, 5.82, 2.32)
C (-1.62, 5.39, 1.62)
C (-1.48, 4.52, 0.54)
H (-4.18, 1.58, -3.50)
H (-4.66, 3.88, -4.36)
H (-3.11, 5.72, -3.82)
H (-1.14, 5.32, -2.39)
H (1.91, 5.27, -1.17)
H (3.36, 6.18, -2.93)
H (3.37, 5.18, -5.19)
H (1.89, 3.25, -5.68)
H (0.48, 2.30, -3.92)
H (1.88, 4.13, 0.64)
H (1.62, 5.66, 2.54)
H (-0.62, 6.50, 3.16)
H (-2.61, 5.72, 1.91)
H (-2.36, 4.18, 0.03)
C (-1.99, -1.65, 8.05)
C (-1.96, -0.99, 6.70)
C (-1.96, 0.40, 6.58)
C (-1.94, 1.01, 5.33)
C (-1.93, 0.22, 4.19)
C (-1.95, -1.16, 4.29)
C (-1.95, -1.76, 5.54)
S (-1.96, 0.96, 2.56)
O (-3.11, 0.36, 1.93)
O (-1.97, 2.38, 2.73)
N (-0.62, 0.45, 1.80)
C (0.54, 1.14, 2.05)
C (0.90, 1.75, 3.26)
C (2.18, 2.24, 3.40)
C (3.08, 2.14, 2.35)
C (2.63, 1.57, 1.17)
N (1.40, 1.10, 1.01)
H (-2.19, -0.92, 8.83)
H (-1.03, -2.13, 8.26)
H (-2.76, -2.42, 8.08)
H (-1.98, 1.01, 7.47)
H (-1.96, 2.08, 5.23)
H (-2.00, -1.75, 3.39)
H (-1.95, -2.84, 5.61)
H (0.18, 1.80, 4.06)
H (2.47, 2.71, 4.33)
H (4.10, 2.50, 2.44)
H (3.28, 1.50, 0.31)
O (5.44, -4.01, 2.84)
C (4.18, -3.83, 3.45)
C (3.19, -3.03, 2.66)
C (2.00, -2.59, 3.26)
C (1.11, -1.87, 2.50)
N (1.31, -1.55, 1.21)
C (2.44, -1.98, 0.62)
C (3.42, -2.68, 1.35)
C (2.79, -1.35, -0.67)
C (3.98, -1.61, -1.33)
C (4.40, -0.79, -2.36)
C (5.74, -1.01, -3.02)
O (6.25, -2.31, -2.87)
C (3.58, 0.27, -2.73)
C (2.37, 0.41, -2.10)
N (1.97, -0.36, -1.08)
H (5.33, -4.56, 2.05)
H (4.38, -3.32, 4.40)
H (3.73, -4.80, 3.69)
H (1.79, -2.80, 4.30)
H (0.20, -1.50, 2.94)
H (4.35, -2.95, 0.87)
H (4.58, -2.47, -1.06)
H (6.47, -0.35, -2.56)
H (5.67, -0.73, -4.08)
H (5.62, -2.94, -3.23)
H (3.86, 0.96, -3.52)
H (1.67, 1.15, -2.42)
N (-5.54, -1.37, 1.16)
C (-5.24, -2.68, 1.04)
O (-6.07, -3.54, 0.85)
C (-3.78, -3.01, 1.21)
C (-3.44, -4.20, 1.82)
C (-2.09, -4.51, 1.95)
C (-1.15, -3.58, 1.55)
N (-1.47, -2.40, 1.01)
C (-2.77, -2.16, 0.77)
H (-6.50, -1.09, 1.07)
H (-4.84, -0.67, 1.36)
H (-4.22, -4.87, 2.16)
H (-1.78, -5.46, 2.37)
H (-0.10, -3.79, 1.65)
H (-3.00, -1.28, 0.21)
O (-0.79, -1.92, -1.31)
S (0.11, -2.73, -2.27)
O (-0.67, -3.62, -3.07)
O (0.97, -1.82, -3.00)
S (1.26, -3.83, -1.05)



Record 2
Computed, not measured: C48H44BrClN8NaO4 as an isolated structure at a distorted geometry, with ωB97M-V/def2-TZVPD.

The largest force on an atom is 0.022 hartree/bohr. The HOMO energy comes out at -4.0618 eV. The spin multiplicity is 1. The energy relative to the best compared isomer or geometry (same formula, charge and spin) is 4.2 kcal/mol. The net charge is -1. As for the LUMO energy: 2.022 eV.

Element x y z (Å)
Na (0.64, -0.38, 0.33)
Br (2.60, 5.13, -4.74)
C (2.35, 3.66, -3.55)
C (3.33, 2.66, -3.47)
C (3.17, 1.63, -2.59)
C (2.05, 1.52, -1.70)
O (1.96, 0.57, -0.87)
C (1.04, 2.55, -1.84)
C (-0.21, 2.53, -1.13)
N (-0.46, 1.94, -0.02)
C (-1.72, 2.08, 0.55)
C (-2.48, 3.23, 0.45)
C (-3.76, 3.32, 1.03)
C (-4.29, 2.27, 1.72)
C (-3.52, 1.10, 1.92)
C (-3.99, 0.00, 2.67)
C (-3.18, -1.08, 2.86)
C (-1.89, -1.06, 2.29)
N (-1.43, -0.07, 1.57)
C (-2.22, 1.01, 1.36)
C (1.22, 3.59, -2.78)
H (4.19, 2.70, -4.12)
H (3.91, 0.83, -2.53)
H (-1.01, 3.08, -1.64)
H (-2.08, 4.09, -0.07)
H (-4.33, 4.24, 0.91)
H (-5.29, 2.33, 2.15)
H (-4.98, 0.05, 3.10)
H (-3.51, -1.93, 3.43)
H (-1.21, -1.89, 2.42)
H (0.46, 4.35, -2.87)
C (-4.07, -9.56, -8.26)
O (-3.19, -10.08, -7.31)
C (-2.69, -9.21, -6.37)
C (-2.93, -7.84, -6.38)
C (-2.40, -7.04, -5.38)
C (-1.63, -7.58, -4.35)
C (-1.39, -8.96, -4.37)
C (-1.91, -9.77, -5.36)
N (-1.05, -6.88, -3.29)
N (-1.31, -5.64, -3.30)
C (-0.79, -4.87, -2.30)
C (0.05, -5.36, -1.28)
C (0.53, -4.55, -0.29)
C (0.23, -3.15, -0.21)
O (0.69, -2.41, 0.69)
C (-0.66, -2.64, -1.26)
N (-1.01, -1.34, -1.18)
C (-1.78, -0.82, -2.10)
C (-2.26, -1.56, -3.20)
C (-1.94, -2.89, -3.29)
C (-1.14, -3.48, -2.29)
H (-4.41, -10.40, -8.86)
H (-3.58, -8.84, -8.92)
H (-4.94, -9.08, -7.80)
H (-3.51, -7.39, -7.17)
H (-2.58, -5.97, -5.37)
H (-0.78, -9.38, -3.58)
H (-1.73, -10.83, -5.39)
H (0.30, -6.41, -1.31)
H (1.20, -4.95, 0.47)
H (-2.05, 0.22, -1.98)
H (-2.86, -1.07, -3.95)
H (-2.29, -3.50, -4.10)
C (5.50, 5.45, 1.48)
C (5.85, 4.54, 2.67)
C (7.32, 4.11, 2.53)
C (5.70, 5.36, 3.96)
C (4.93, 3.27, 2.66)
O (4.94, 2.76, 1.34)
C (5.30, 2.21, 3.73)
C (6.22, 1.04, 3.35)
C (5.65, 0.07, 2.33)
C (6.43, -0.36, 1.27)
C (5.95, -1.26, 0.33)
C (4.64, -1.73, 0.46)
Cl (4.02, -2.84, -0.71)
C (3.83, -1.31, 1.50)
C (4.35, -0.43, 2.44)
C (3.46, 3.71, 2.91)
N (2.58, 2.57, 2.90)
C (2.30, 1.72, 1.90)
N (1.58, 0.72, 2.34)
C (1.39, 1.02, 3.65)
N (1.99, 2.12, 4.04)
H (6.27, 6.21, 1.36)
H (4.55, 5.96, 1.64)
H (5.43, 4.87, 0.57)
H (7.95, 4.99, 2.39)
H (7.44, 3.46, 1.67)
H (7.67, 3.60, 3.43)
H (6.48, 6.12, 4.00)
H (5.80, 4.75, 4.86)
H (4.74, 5.88, 4.00)
H (5.13, 1.81, 1.34)
H (4.38, 1.77, 4.11)
H (5.74, 2.73, 4.58)
H (6.40, 0.48, 4.28)
H (7.19, 1.39, 3.00)
H (7.44, 0.02, 1.16)
H (6.56, -1.60, -0.49)
H (2.81, -1.64, 1.57)
H (3.71, -0.11, 3.25)
H (3.16, 4.40, 2.12)
H (3.34, 4.19, 3.88)
H (2.66, 1.84, 0.89)
H (0.82, 0.40, 4.32)



Record 3
Computed, not measured: C48H45Cl3N7O6P2SSeTa as an isolated structure, with ωB97M-V/def2-TZVPD.

The largest force on an atom is 0.017 hartree/bohr. The HOMO energy comes out at -12.1494 eV. The spin multiplicity is 1. The energy relative to the best compared isomer or geometry (same formula, charge and spin) is 0.0 kcal/mol. The net charge is +2. As for the LUMO energy: -5.952 eV.

Element x y z (Å)
Ta (0.14, -0.12, -0.81)
O (1.55, 0.81, 1.48)
N (2.26, 0.55, 0.33)
C (3.51, 0.40, 0.50)
C (4.46, 0.06, -0.55)
C (5.81, 0.14, -0.20)
C (6.79, -0.20, -1.11)
C (6.42, -0.65, -2.37)
C (5.08, -0.73, -2.72)
C (4.08, -0.38, -1.82)
P (2.37, -0.43, -2.44)
C (2.38, -2.01, -3.34)
C (2.67, -2.12, -4.70)
C (2.79, -3.37, -5.29)
C (2.65, -4.53, -4.53)
C (2.38, -4.42, -3.17)
C (2.25, -3.17, -2.58)
C (2.40, 0.86, -3.73)
C (1.49, 0.81, -4.79)
C (1.51, 1.79, -5.76)
C (2.42, 2.84, -5.69)
C (3.31, 2.90, -4.63)
C (3.30, 1.92, -3.65)
H (2.16, 0.93, 2.23)
H (3.91, 0.52, 1.51)
H (6.08, 0.49, 0.79)
H (7.83, -0.13, -0.84)
H (7.18, -0.93, -3.09)
H (4.82, -1.08, -3.71)
H (2.78, -1.24, -5.31)
H (3.01, -3.45, -6.35)
H (2.77, -5.50, -4.99)
H (2.29, -5.32, -2.57)
H (2.06, -3.10, -1.51)
H (0.78, 0.01, -4.86)
H (0.80, 1.75, -6.59)
H (2.44, 3.60, -6.45)
H (4.02, 3.72, -4.56)
H (4.01, 1.98, -2.83)
Cl (-5.56, 7.36, 1.54)
C (-4.49, 6.25, 2.33)
C (-4.86, 5.70, 3.55)
C (-4.01, 4.81, 4.17)
C (-2.78, 4.46, 3.60)
C (-1.91, 3.44, 4.28)
C (-2.33, 2.01, 3.96)
N (-2.11, 1.65, 2.55)
C (-3.00, 1.84, 1.52)
C (-2.36, 1.48, 0.38)
N (-1.07, 1.08, 0.70)
C (-0.97, 1.20, 2.02)
O (-2.02, 3.57, 5.68)
C (-0.78, 3.48, 6.39)
C (0.08, 4.68, 6.18)
C (-0.04, 5.83, 6.91)
Cl (-1.15, 6.11, 8.19)
S (1.04, 7.05, 6.43)
C (1.70, 6.05, 5.22)
C (1.11, 4.83, 5.20)
C (-2.44, 5.05, 2.39)
Cl (-0.89, 4.73, 1.64)
C (-3.28, 5.95, 1.75)
H (-5.80, 5.98, 4.01)
H (-4.27, 4.38, 5.13)
H (-0.88, 3.60, 3.94)
H (-3.39, 1.89, 4.15)
H (-1.79, 1.32, 4.60)
H (-4.00, 2.22, 1.69)
H (-2.72, 1.50, -0.62)
H (-0.11, 0.96, 2.62)
H (-0.24, 2.57, 6.10)
H (-1.06, 3.38, 7.43)
H (2.50, 6.42, 4.59)
H (1.40, 4.04, 4.51)
H (-2.99, 6.40, 0.81)
O (-1.15, -1.39, 0.42)
C (-0.19, -2.12, 0.85)
O (0.94, -1.93, 0.29)
C (-0.40, -3.11, 1.91)
C (0.57, -4.05, 2.21)
C (0.35, -4.98, 3.21)
C (-0.85, -4.96, 3.92)
C (-1.78, -3.99, 3.62)
C (-1.60, -3.06, 2.62)
N (-3.04, -3.94, 4.40)
O (-3.31, -4.90, 5.09)
O (-3.72, -2.93, 4.29)
H (1.50, -4.06, 1.65)
H (1.10, -5.72, 3.45)
H (-1.06, -5.68, 4.70)
H (-2.36, -2.32, 2.42)
C (-3.24, -2.66, -4.27)
N (-3.57, -2.62, -2.84)
C (-3.39, -3.95, -2.27)
N (-2.04, -4.49, -2.48)
C (-1.73, -4.47, -3.92)
N (-1.88, -3.14, -4.52)
C (-0.86, -2.21, -4.07)
P (-0.96, -2.01, -2.24)
C (-2.79, -1.62, -2.14)
C (-1.03, -3.79, -1.70)
H (-3.36, -1.66, -4.69)
H (-3.94, -3.33, -4.76)
H (-4.10, -4.63, -2.73)
H (-3.59, -3.91, -1.20)
H (-2.42, -5.15, -4.42)
H (-0.71, -4.82, -4.07)
H (-1.00, -1.24, -4.54)
H (0.13, -2.59, -4.35)
H (-2.94, -0.64, -2.60)
H (-3.08, -1.56, -1.10)
H (-1.26, -3.86, -0.64)
H (-0.06, -4.25, -1.87)
Se (-0.69, 1.30, -2.43)



Record 4
Computed, not measured: a 3-piece molecular cluster, C48H45N4O6 overall at a distorted geometry, with ωB97M-V/def2-TZVPD.

The largest force on an atom is 0.087 hartree/bohr. The HOMO energy comes out at -10.5881 eV. The spin multiplicity is 1. The energy relative to the best compared isomer or geometry (same formula, charge and spin) is 0.0 kcal/mol. The net charge is +1. As for the LUMO energy: -4.025 eV.

Element x y z (Å)
C (3.65, -5.09, 1.20)
C (3.01, -3.97, 0.28)
O (3.55, -2.89, 0.23)
O (1.83, -4.21, -0.43)
C (0.69, -3.87, 0.40)
C (-0.62, -3.68, -0.48)
C (-1.46, -2.45, 0.04)
C (-3.05, -2.65, -0.14)
C (-3.72, -1.73, 1.00)
C (-5.14, -1.17, 0.48)
C (-6.23, -2.21, 0.90)
C (-6.65, -2.17, 2.32)
C (-7.64, -3.12, 2.87)
C (-8.06, -3.11, 4.39)
N (-7.22, -4.12, 5.08)
C (-8.20, -4.12, 1.90)
C (-7.76, -4.08, 0.50)
C (-8.39, -5.18, -0.42)
C (-7.55, -6.31, -0.84)
C (-7.98, -7.40, -1.74)
C (-9.40, -7.23, -2.20)
C (-10.11, -6.05, -1.68)
N (-9.68, -5.06, -0.86)
N (-6.80, -3.15, 0.03)
C (-6.43, -3.20, -1.41)
N (-5.39, -4.23, -1.69)
H (3.74, -6.07, 0.65)
H (4.68, -4.79, 1.54)
H (2.97, -5.22, 2.08)
H (0.94, -2.90, 0.93)
H (0.55, -4.69, 1.15)
H (-1.23, -4.62, -0.46)
H (-0.32, -3.45, -1.54)
H (-1.31, -2.35, 1.16)
H (-1.23, -1.48, -0.48)
H (-3.35, -3.72, -0.04)
H (-3.41, -2.25, -1.13)
H (-3.93, -2.40, 1.88)
H (-3.04, -0.90, 1.33)
H (-5.31, -0.20, 1.05)
H (-5.14, -0.89, -0.60)
H (-6.19, -1.40, 3.00)
H (-7.91, -2.11, 4.88)
H (-9.12, -3.48, 4.42)
H (-7.27, -5.03, 4.60)
H (-6.23, -3.86, 5.04)
H (-8.94, -4.87, 2.28)
H (-6.50, -6.33, -0.46)
H (-7.33, -8.25, -2.06)
H (-9.87, -7.97, -2.90)
H (-11.18, -5.96, -2.01)
H (-7.32, -3.45, -2.07)
H (-6.04, -2.23, -1.80)
H (-5.11, -4.70, -0.84)
H (-5.71, -4.87, -2.41)
C (6.15, -1.48, -0.38)
C (7.51, -1.67, -0.18)
C (8.27, -0.70, 0.45)
C (7.67, 0.49, 0.87)
C (6.30, 0.69, 0.65)
C (5.55, -0.30, 0.03)
C (5.66, 1.96, 1.04)
O (4.47, 2.14, 0.85)
C (6.48, 3.02, 1.67)
C (5.90, 4.25, 2.00)
C (6.66, 5.24, 2.60)
C (8.01, 5.01, 2.88)
C (8.59, 3.79, 2.55)
C (7.83, 2.80, 1.94)
C (8.48, 1.52, 1.56)
O (9.65, 1.32, 1.80)
H (5.56, -2.25, -0.87)
H (7.99, -2.59, -0.51)
H (9.33, -0.85, 0.61)
H (4.48, -0.15, -0.14)
H (4.86, 4.43, 1.78)
H (6.21, 6.19, 2.85)
H (8.60, 5.78, 3.36)
H (9.64, 3.62, 2.77)
C (2.64, 10.69, -1.40)
C (1.56, 10.52, -2.26)
C (1.34, 9.28, -2.85)
C (2.20, 8.22, -2.58)
C (3.30, 8.40, -1.73)
C (3.50, 9.64, -1.13)
C (4.25, 7.30, -1.48)
O (5.20, 7.46, -0.74)
C (4.03, 5.99, -2.15)
C (4.95, 4.96, -1.97)
C (4.75, 3.74, -2.59)
C (3.62, 3.53, -3.38)
C (2.71, 4.56, -3.57)
C (2.91, 5.79, -2.96)
C (1.95, 6.89, -3.20)
O (0.97, 6.72, -3.90)
H (2.80, 11.66, -0.93)
H (0.89, 11.34, -2.48)
H (0.50, 9.14, -3.52)
H (4.34, 9.79, -0.46)
H (5.83, 5.12, -1.35)
H (5.47, 2.94, -2.45)
H (3.46, 2.57, -3.85)
H (1.83, 4.39, -4.19)